(1)
The following is a quantum chemistry calculation of a cluster of 9 separate species, C26H48N9O11 in total in a non-equilibrium geometry, from OMol25.

XYZ file:
```
94
Properties=species:S:1:pos:R:3:forces:R:3
C 0.441064 1.777415 1.059766 -1.387 2.331 0.651
C -0.644936 1.296415 0.107766 0.126 0.175 -0.142
C -0.631936 1.834415 -1.330234 -2.604 1.682 1.064
C 0.570064 1.451415 -2.155234 -3.578 1.215 -0.982
C 0.350064 0.066415 -2.470234 2.619 -1.752 2.225
C 0.315064 -0.827585 -1.185234 2.201 -0.450 -2.286
N -0.255936 -0.093585 0.015766 -1.962 -8.169 3.252
O -0.532936 -1.005585 0.954766 1.378 5.763 -4.406
C 1.728064 -1.330585 -0.785234 2.516 2.811 -3.812
C -0.501936 -2.051585 -1.592234 -4.130 0.118 5.653
C -1.986936 1.325415 0.883766 2.469 0.443 -1.032
H 0.214064 1.502415 2.046766 -0.675 -0.352 1.330
H 0.721064 2.819415 1.093766 -1.212 1.081 -0.451
H 1.396064 1.499415 0.987766 3.825 -2.333 -1.320
H -0.854936 2.892415 -1.330234 1.224 0.910 0.938
H -1.719936 1.754415 -1.716234 1.717 -1.615 -0.354
H 1.474064 1.606415 -1.740234 2.996 0.980 1.823
H 0.485064 2.045415 -3.039234 0.306 0.431 -0.788
H 1.094064 -0.323585 -3.134234 0.168 -0.584 -0.441
H -0.588936 0.007415 -2.798234 -3.532 -0.559 -2.241
H 2.500064 -1.481585 -1.809234 -2.789 0.034 2.686
H 1.595064 -2.217585 -0.274234 0.431 -1.637 1.490
H 2.295064 -0.500585 -0.334234 -0.171 -0.684 0.675
H -0.520936 -2.960585 -0.856234 0.326 1.995 -0.554
H -0.347936 -2.599585 -2.431234 1.099 -0.375 -3.268
H -1.585936 -1.649585 -1.541234 1.329 -1.033 -0.625
H -2.585936 0.542415 0.593766 -2.159 -1.094 -1.588
H -2.327936 2.326415 0.891766 -0.811 0.735 0.020
H -1.697936 0.950415 1.799766 0.304 0.040 2.533
N 1.316064 -1.660585 3.124766 4.760 -1.307 -0.627
C 2.353064 -0.719585 3.200766 3.582 -5.619 -0.787
C 3.709064 -1.567585 3.008766 -6.269 -0.505 -0.333
C 3.267064 -2.975585 2.721766 -6.396 6.046 2.249
C 1.718064 -3.004585 2.870766 1.762 2.122 -0.328
H 0.385064 -1.468585 3.273766 -2.224 0.710 0.376
H 2.212064 0.318415 3.384766 -0.141 0.424 0.219
H 4.706064 -1.155585 3.066766 -0.161 -0.087 -0.165
H 3.739064 -3.802585 2.423766 2.207 -2.811 -0.794
H 0.773064 -3.707585 2.751766 2.825 1.159 0.173
N -2.664936 -4.869585 2.495766 3.516 -0.507 1.396
C -2.144936 -4.039585 1.461766 -8.446 -0.138 -0.192
C -3.493936 -3.517585 0.808766 2.895 -2.656 4.214
C -4.605936 -3.989585 1.656766 3.781 -0.505 0.340
C -4.035936 -4.829585 2.798766 1.203 2.509 -5.126
H -1.881936 -5.463585 3.104766 -3.234 2.125 -1.965
H -1.167936 -4.037585 1.090766 1.244 -0.219 -0.128
H -3.541936 -2.937585 -0.104234 -0.131 0.020 0.260
H -5.562936 -3.618585 1.290766 -0.237 -0.736 1.078
H -4.379936 -5.513585 3.546766 -0.519 0.176 0.112
N -0.151936 6.076415 0.431766 -2.902 0.277 -0.116
C -0.022936 5.624415 -0.900234 9.452 -1.023 5.117
C 1.442064 5.159415 -1.002234 -2.511 2.248 4.291
C 2.062064 5.508415 0.399766 -3.026 -0.297 -1.495
C 0.957064 6.049415 1.206766 3.390 -2.096 -2.612
H -1.090936 6.319415 0.903766 2.152 -0.477 -1.519
H -0.720936 5.485415 -1.566234 -3.951 -0.298 -3.071
H 1.981064 4.596415 -1.782234 -0.622 0.733 0.310
H 3.120064 5.279415 0.744766 -1.730 0.462 -0.556
H 0.967064 6.185415 2.282766 -0.289 0.365 -0.436
C -3.673936 -2.099585 -5.112234 5.525 0.923 2.706
N -3.212936 -0.641585 -4.950234 -1.035 0.893 0.133
O -3.166936 0.064415 -5.910234 0.027 -0.083 -2.100
O -2.985936 -0.160585 -3.854234 0.109 -1.296 1.188
H -2.794936 -2.567585 -5.653234 -1.368 0.194 0.729
H -4.552936 -2.176585 -5.566234 -3.475 0.108 -2.347
H -3.773936 -2.359585 -4.060234 0.219 -0.737 -0.228
C 2.478064 -6.530585 0.102766 3.605 1.006 -0.675
N 1.293064 -5.744585 -0.314234 0.474 -1.261 -3.228
O 0.649064 -6.071585 -1.376234 1.903 1.175 3.543
O 1.093064 -4.848585 0.434766 -1.868 1.947 0.481
H 3.135064 -6.131585 0.978766 -1.993 0.057 -1.442
H 3.263064 -6.639585 -0.728234 -1.841 -0.309 0.828
H 1.999064 -7.378585 0.433766 -0.290 -2.629 0.416
C -5.417936 3.219415 -3.042234 1.024 -0.121 -1.753
N -4.375936 3.278415 -1.975234 1.304 -0.162 3.103
O -3.297936 3.812415 -2.215234 -0.740 -0.441 -1.098
O -4.611936 2.941415 -0.798234 -0.737 -0.245 -2.117
H -5.505936 2.254415 -3.694234 1.267 1.810 1.149
H -5.137936 4.182415 -3.553234 -0.849 -1.379 -0.258
H -6.364936 3.239415 -2.593234 -1.149 0.494 0.981
C 1.626064 3.801415 5.994766 -2.789 -3.413 0.256
N 1.274064 3.680415 4.621766 0.680 -0.741 -5.721
O 1.651064 2.699415 3.913766 -0.545 1.149 2.407
O 0.724064 4.610415 4.063766 -0.384 0.118 1.004
H 2.461064 4.345415 6.037766 3.127 2.508 0.301
H 1.897064 2.756415 6.210766 -0.486 0.531 0.985
H 0.739064 4.270415 6.411766 0.375 -0.251 0.820
C 5.607064 -0.095585 -2.316234 1.360 2.249 -0.018
N 4.971064 0.800415 -1.181234 -3.249 -4.226 2.181
O 5.046064 0.470415 -0.014234 3.478 -0.882 0.980
O 3.954064 1.390415 -1.413234 -1.007 2.614 -3.596
H 5.071064 -1.089585 -2.537234 -0.231 2.352 0.146
H 6.555064 -0.484585 -1.903234 -0.190 0.811 -0.237
H 5.752064 0.823415 -3.051234 -0.255 -2.968 0.547
```
Positions in Å, forces in eV/Å.

Calculated values
- Total charge: +1
- Relative energy (zero: lowest compared OMol25 entry of this formula, charge and spin): 248.5 kJ/mol

=====

(2)
The following is a quantum chemistry calculation of a cluster of 3 separate species, C26H48NO9PS2 in total in a non-equilibrium geometry, from OMol25.

XYZ file:
```
87
Properties=species:S:1:pos:R:3:forces:R:3
C 0.791480 3.089594 0.458900 -0.103 -0.646 -0.228
C 1.097463 1.797683 -0.302443 -0.254 0.351 -0.184
N 1.046897 0.560119 0.514944 0.265 -0.130 -0.305
C 1.224785 -0.611379 -0.355251 0.124 0.101 0.227
C 0.921049 -1.929847 0.370187 0.069 -0.530 -0.182
C -0.524427 -2.405395 0.208670 -0.319 0.956 0.498
O -0.715018 -3.779804 0.606311 0.475 0.005 -0.420
C -1.802597 -4.253947 -0.078274 0.002 0.368 0.093
O -1.956753 -5.416427 -0.269151 -0.228 -0.476 0.116
C -2.575250 -3.054121 -0.585841 -0.007 0.790 -0.031
P -3.925144 -3.360616 -1.805804 0.241 -0.923 -0.907
C -5.351872 -3.996084 -0.823899 0.090 0.356 0.615
C -5.011661 -5.132199 0.143013 -0.007 0.116 -0.007
C -4.544442 -1.684673 -2.292185 -0.025 0.529 0.364
C -4.056851 -0.439744 -1.519863 -0.009 -0.117 0.061
C -1.328928 -2.248305 -1.099867 -0.149 -0.544 0.352
C -0.805051 -2.884489 -2.416119 0.370 0.614 -0.075
C 0.634663 -3.376732 -2.476107 -0.132 -0.208 0.012
O 1.492315 -2.286602 -2.866608 -0.323 -0.109 -0.043
C 2.736801 -2.586624 -3.306690 -0.053 -0.335 0.468
C 3.425284 -3.761275 -2.652769 0.110 0.128 -0.063
O 3.249353 -1.898577 -4.131862 0.318 0.466 -0.360
C 1.959784 0.636931 1.605035 -0.187 -0.124 0.166
C 3.351278 0.051186 1.480831 0.132 0.096 -0.190
O 1.630082 1.182165 2.629938 -0.057 0.169 0.056
H -0.034832 2.894275 1.142619 0.052 0.135 0.122
H 1.660926 3.448236 1.007521 -0.223 0.106 0.021
H 0.466722 3.834649 -0.269251 0.232 0.107 0.162
H 2.063129 1.888219 -0.825582 -0.059 -0.046 0.110
H 0.344907 1.677913 -1.090414 0.061 -0.125 0.153
H 2.236292 -0.663986 -0.777653 -0.069 0.084 -0.021
H 0.567328 -0.452601 -1.210244 0.002 -0.158 0.045
H 1.630902 -2.702359 0.057253 -0.137 0.077 -0.076
H 1.086874 -1.809237 1.447280 0.042 0.015 -0.123
H -1.091487 -1.792958 0.929185 0.014 -0.060 -0.112
H -2.932413 -2.471929 0.272545 -0.111 -0.338 0.093
H -5.804976 -3.176723 -0.247989 0.013 -0.060 -0.144
H -6.078874 -4.325268 -1.573068 0.030 0.048 0.091
H -4.570062 -5.985796 -0.372232 -0.086 0.006 0.065
H -5.911038 -5.438652 0.684991 0.086 -0.090 -0.129
H -4.288050 -4.796260 0.890779 -0.097 -0.050 -0.061
H -5.632752 -1.746820 -2.178522 0.099 -0.104 -0.128
H -4.344414 -1.555025 -3.357883 -0.052 -0.044 0.063
H -3.805104 -0.673902 -0.482731 -0.098 0.076 -0.069
H -4.832111 0.329794 -1.490153 0.083 -0.030 -0.094
H -3.171774 -0.004793 -1.992391 -0.104 -0.012 0.047
H -1.575337 -1.191876 -1.198281 0.047 -0.134 -0.232
H -0.902547 -2.132798 -3.208681 -0.042 -0.201 -0.004
H -1.444018 -3.718685 -2.714069 -0.017 0.042 0.162
H 0.957873 -3.809147 -1.527518 -0.010 -0.004 -0.038
H 0.699678 -4.162586 -3.236291 0.001 0.118 0.040
H 3.311736 -3.714450 -1.565790 -0.040 -0.111 -0.129
H 4.481872 -3.704384 -2.915858 -0.156 -0.113 0.024
H 3.001780 -4.698197 -3.021472 0.071 0.018 0.126
H 3.703456 -0.003159 0.448272 -0.068 -0.049 0.105
H 4.022286 0.703945 2.041202 -0.080 -0.177 0.071
H 3.378062 -0.951126 1.919475 0.023 0.118 -0.061
O 2.604520 5.751838 0.200857 -0.117 -0.108 0.033
S 3.570790 5.329271 -0.779563 0.265 0.227 -0.119
O 3.418125 4.091789 -1.502589 -0.175 -0.044 0.129
C 3.820341 6.682445 -1.924954 0.122 0.121 -0.100
C 4.930178 7.510778 -1.286422 0.008 -0.040 0.061
C 5.967495 6.501474 -0.774587 -0.039 0.005 -0.013
C 5.204607 5.400685 -0.027132 0.244 0.044 -0.027
H 2.879904 7.214408 -2.046392 -0.050 -0.080 0.031
H 4.135611 6.252228 -2.875405 -0.015 -0.024 0.005
H 5.362706 8.209818 -2.000396 0.003 0.004 0.003
H 4.528131 8.088295 -0.451468 -0.018 0.005 -0.013
H 6.504502 6.069302 -1.620955 -0.018 -0.006 -0.009
H 6.703713 6.972879 -0.125528 0.007 -0.004 -0.003
H 5.669317 4.422600 -0.123348 -0.071 -0.034 0.023
H 5.061511 5.642500 1.024145 -0.085 -0.002 -0.010
O -4.938444 0.592172 3.237584 -0.037 -0.034 -0.062
S -3.696583 -0.093955 2.988892 0.119 -0.013 0.073
O -3.627187 -1.107607 1.959590 -0.061 -0.007 -0.078
C -2.393492 1.107628 2.757305 0.180 0.091 0.027
C -1.857963 1.348176 4.164917 -0.065 0.019 0.049
C -1.758692 -0.035376 4.816561 -0.015 -0.007 -0.022
C -3.075825 -0.768964 4.536074 0.178 -0.062 0.154
H -2.814508 1.990040 2.280146 -0.061 -0.052 -0.028
H -1.632625 0.657744 2.116313 0.009 0.010 -0.013
H -0.892434 1.846661 4.138429 0.064 0.020 -0.056
H -2.554237 1.977126 4.725310 0.002 0.001 -0.023
H -0.923681 -0.582276 4.374768 -0.003 -0.001 -0.027
H -1.574810 0.034573 5.887519 0.008 -0.009 0.000
H -2.949781 -1.841997 4.413730 -0.080 -0.003 -0.041
H -3.828450 -0.569447 5.296422 -0.049 0.041 -0.057
```
Positions in Å, forces in eV/Å.

=====

Electronic energy / eV: -63637.1060; -78616.8533
HOMO / hartree: -0.35505; -0.29070